Entry 1:
Computed, not measured: a single C5H8N2 molecule, with ωB97M-V/def2-TZVPD.

Results
LUMO level = 0.03311 Eh
Kohn-Sham gap = 9.363 eV
Multiplicity = 1
SMILES string = Cc1cn(C)cn1

Geometry as XYZ:
```
15
Properties=species:S:1:pos:R:3:forces:R:3:mulliken_charge:R:1
C 2.592 0.208 -0.233 0.1 0.0 0.0 -1.11
C 1.161 -0.077 0.097 0.1 0.1 -0.1 0.52
C 0.061 0.170 -0.677 0.0 0.0 0.0 -0.50
N -1.029 -0.218 0.066 0.2 0.0 0.1 0.10
C -2.392 0.150 -0.247 -0.2 0.0 0.0 -0.84
C -0.538 -0.677 1.248 -0.1 0.0 0.0 -0.05
N 0.771 -0.621 1.301 -0.1 0.0 -0.2 -0.66
H 3.180 0.265 0.686 -0.1 0.0 -0.1 0.31
H 3.029 -0.569 -0.870 0.0 0.1 0.1 0.24
H 2.682 1.163 -0.762 0.0 -0.2 0.1 0.31
H -0.051 0.574 -1.673 0.0 0.0 0.2 0.39
H -2.666 -0.204 -1.245 0.0 0.0 0.2 0.29
H -3.073 -0.286 0.486 0.1 0.0 -0.1 0.30
H -2.491 1.240 -0.218 -0.1 -0.2 0.0 0.33
H -1.188 -1.047 2.033 0.1 0.1 -0.1 0.37
```
Positions in Å, forces in eV/Å.

***

Entry 2:
Computed, not measured: a single C5H8N2 molecule at a distorted geometry, with ωB97M-V/def2-TZVPD.

Results
LUMO level = 0.03035 Eh
Kohn-Sham gap = 10.014 eV
Multiplicity = 1
SMILES string = C[C@H]1CN1CC#N

Geometry as XYZ:
```
15
Properties=species:S:1:pos:R:3:forces:R:3:mulliken_charge:R:1
C 1.592 -0.779 0.091 -0.4 -0.2 0.3 -1.11
C 0.107 -1.180 -0.183 -0.2 -0.2 0.1 -0.03
C -1.313 -0.866 0.645 0.5 -0.3 0.3 -0.60
N -0.810 -0.164 -0.453 -0.2 0.0 -0.6 -0.05
C -0.684 1.216 -0.731 0.0 0.2 -0.2 -0.56
C -0.056 2.072 0.299 0.6 0.6 0.7 0.40
N 0.470 2.755 1.069 -0.5 -0.7 -0.6 -0.41
H 1.796 -0.425 1.106 -0.2 -0.1 -0.1 0.30
H 1.896 0.053 -0.580 -0.4 -0.4 0.2 0.27
H 2.279 -1.610 -0.136 -0.4 0.2 0.2 0.33
H 0.013 -2.106 -0.747 0.0 0.3 -0.4 0.31
H -2.382 -1.141 0.500 1.0 -0.9 0.0 0.28
H -1.094 -0.714 1.697 0.3 0.9 0.0 0.25
H -0.114 1.318 -1.657 0.0 0.2 0.0 0.30
H -1.700 1.570 -0.920 0.1 0.3 0.0 0.31
```
Positions in Å, forces in eV/Å.

***

Entry 3:
Computed, not measured: a single C5H8N2 molecule, with ωB97M-V/def2-TZVPD.

Results
LUMO level = 0.03799 Eh
Kohn-Sham gap = 8.800 eV
Multiplicity = 1
SMILES string = Cc1c[nH]c(N)c1

Geometry as XYZ:
```
15
Properties=species:S:1:pos:R:3:forces:R:3:mulliken_charge:R:1
C 0.034 -0.271 2.285 0.0 -0.1 0.2 -1.18
C 0.167 -0.530 0.815 0.1 0.2 0.0 0.76
C 1.310 -0.621 0.057 0.0 0.0 0.1 -0.87
N 0.990 -0.239 -1.228 -0.1 0.0 -0.1 0.02
C -0.334 0.102 -1.289 0.1 -0.1 0.2 0.14
N -0.815 0.831 -2.406 -0.2 0.0 0.0 -0.62
C -0.886 -0.149 -0.063 -0.1 0.2 0.0 -0.68
H -0.288 0.777 2.360 0.1 -0.2 0.2 0.28
H -0.726 -0.872 2.795 0.2 -0.1 -0.1 0.29
H 0.988 -0.351 2.811 -0.1 -0.2 0.0 0.34
H 2.324 -0.896 0.320 -0.2 0.2 0.0 0.38
H 1.620 -0.163 -2.009 -0.1 -0.1 0.1 0.22
H -1.802 0.640 -2.542 0.1 -0.1 -0.1 0.29
H -0.759 1.815 -2.147 0.0 -0.1 -0.3 0.27
H -1.917 0.006 0.230 0.2 0.2 -0.1 0.37
```
Positions in Å, forces in eV/Å.

***

| no. | HOMO energy (eV) |
| --- | --- |
| 1 | -8.46 |
| 2 | -9.19 |
| 3 | -7.77 |